one.
Here is a 2-piece molecular cluster, C4H8S3 overall from the Open Molecules 2025 dataset. Energies are from ωB97M-V/def2-TZVPD.

Output
- multiplicity = 1
- structure (SMILES) = C=C1S[C@]1(C)S.S

Each line ends with the natural charge from an NBO analysis.
Cartesian coordinates (Å):
C -0.454 -1.024 1.000  -0.41
C 0.449 -0.544 0.181  -0.16
C 0.817 -0.748 -2.309  -0.64
C 0.707 0.050 -1.076  -0.25
S -2.247 0.730 3.311  -0.30
S 0.155 1.716 -1.191  0.04
S 2.093 -0.120 0.175  0.16
H -0.325 -1.122 2.049  0.22
H -1.465 -0.864 0.796  0.20
H 1.763 -1.378 -2.256  0.24
H 0.991 -0.173 -3.244  0.23
H -0.037 -1.411 -2.347  0.23
H -1.670 1.636 2.519  0.16
H 0.912 2.274 -2.120  0.12
H -1.689 0.977 4.511  0.15

two.
Here is a 2-piece molecular cluster, C4H8S3 overall from the Open Molecules 2025 dataset. Energies are from ωB97M-V/def2-TZVPD.

Output
- multiplicity = 1

Each line ends with the natural charge from an NBO analysis.
Cartesian coordinates (Å):
C -0.953 0.428 -0.543  -0.60
C -2.612 -0.723 -2.160  -0.52
C 1.372 0.149 2.142  -0.62
C 1.470 -0.113 0.705  -0.56
S -1.840 1.628 0.276  0.17
S -0.415 2.054 -1.198  0.06
S 0.018 -0.867 0.096  0.31
H -2.451 0.183 -2.792  0.23
H -3.472 -1.183 -1.577  0.22
H -1.731 -1.480 -2.138  0.21
H 1.103 -0.560 2.873  0.22
H 2.347 0.680 2.354  0.21
H 0.597 0.958 2.061  0.21
H 2.252 -0.787 0.519  0.22
H 1.604 0.776 0.109  0.24

three.
Here is one molecule with the formula C4H8S3 from the Open Molecules 2025 dataset. Energies are from ωB97M-V/def2-TZVPD.

Output
- multiplicity = 1
- structure (SMILES) = CSC1[C@@H](S)[C@@H]1S

Each line ends with the natural charge from an NBO analysis.
Cartesian coordinates (Å):
C 0.063 -1.192 2.261  -0.73
C 0.277 0.721 0.004  -0.39
C 0.090 -0.095 -1.116  -0.32
C -0.390 1.339 -1.351  -0.40
H -0.067 -2.057 1.725  0.23
H 1.017 -0.923 2.632  0.22
H -0.600 -1.564 3.086  0.24
H 1.106 1.372 0.197  0.25
H 1.012 -0.379 -1.764  0.22
H -2.003 -0.865 -0.679  0.16
H -1.632 1.250 -1.497  0.28
H 1.907 1.422 -1.927  0.14
S -0.794 0.234 1.450  0.17
S -0.877 -1.796 -1.063  -0.06
S 0.890 2.530 -1.958  0.00

one has the most favorable energy; the next structure is 0.0718 hartree above.

one.
Here is an isolated ion of composition C3H5N2 and charge +1 from the Open Molecules 2025 dataset. Energies are from ωB97M-V/def2-TZVPD.

Output
- total charge = +1
- multiplicity = 1
- structure (SMILES) = c1c[nH+]c[nH]1

Each line ends with the natural charge from an NBO analysis.
Cartesian coordinates (Å):
C 0.393 1.087 -0.075  -0.04
C 0.940 0.100 0.676  -0.05
N 0.195 -1.044 0.452  -0.45
C -0.782 -0.762 -0.399  0.26
N -0.647 0.506 -0.763  -0.45
H 0.507 2.156 -0.078  0.27
H 1.825 0.237 1.273  0.27
H 0.421 -1.874 0.990  0.47
H -1.584 -1.410 -0.707  0.26
H -1.267 1.004 -1.368  0.46

two.
Here is a 2-piece molecular cluster, C3H5N2 overall from the Open Molecules 2025 dataset. Energies are from ωB97M-V/def2-TZVPD.

Output
- total charge = +1
- multiplicity = 1

Each line ends with the natural charge from an NBO analysis.
Cartesian coordinates (Å):
C 1.548 0.920 0.312  0.03
C 0.902 0.020 -0.529  -0.37
C -0.060 -0.808 -0.020  0.08
N -3.912 0.172 0.320  0.10
N -2.885 -0.151 0.145  -0.09
H 2.450 1.361 -0.121  0.23
H 1.599 0.952 1.430  0.25
H 1.359 -0.280 -1.572  0.29
H -0.238 -1.646 -0.652  0.23
H -0.762 -0.540 0.686  0.23

one has the most favorable energy; the next structure is 0.1219 hartree above.

one.
Here is C6H7FO as an isolated structure from the Open Molecules 2025 dataset. Energies are from ωB97M-V/def2-TZVPD.

Output
- multiplicity = 1

Each line ends with the natural charge from an NBO analysis.
Cartesian coordinates (Å):
C -0.613 0.794 -0.390  0.14
C -0.589 -0.308 0.805  -0.27
C -0.630 -1.275 -0.392  -0.39
C 0.223 -0.221 -0.962  -0.33
C 1.521 -0.070 -0.016  0.46
C 0.828 -0.100 1.194  -0.35
H -0.329 2.761 0.658  0.49
H -1.608 0.648 -1.040  0.17
H -1.349 -0.469 1.495  0.22
H -0.180 -2.305 -0.335  0.22
H -1.684 -1.539 -0.726  0.22
H 0.380 -0.215 -1.948  0.20
H 1.300 0.162 2.236  0.23
O -0.018 2.103 -0.221  -0.74
F 2.748 0.032 -0.359  -0.28

two.
Here is one molecule with the formula C6H7FO from the Open Molecules 2025 dataset. Energies are from ωB97M-V/def2-TZVPD.

Output
- multiplicity = 1
- structure (SMILES) = F/C=C1/C=CCCO1

Each line ends with the natural charge from an NBO analysis.
Cartesian coordinates (Å):
C 1.786 1.253 -1.275  0.21
C 0.842 0.543 -0.612  0.17
C -0.239 0.192 1.553  -0.07
C -1.330 -0.672 0.941  -0.48
C -0.864 -1.199 -0.466  -0.17
C 0.165 -0.611 -1.136  -0.28
H 2.145 0.924 -2.171  0.14
H 0.469 -0.384 2.403  0.19
H -0.789 1.011 2.199  0.20
H -1.792 -1.418 1.524  0.23
H -2.212 0.032 0.557  0.22
H -1.438 -2.016 -1.069  0.22
H 0.410 -1.047 -2.067  0.22
O 0.415 1.069 0.580  -0.51
F 2.431 2.323 -0.959  -0.30

two has the most favorable energy; the next structure is 0.0768 hartree above.

one.
Here is a 2-piece molecular cluster, CHF3N2 overall from the Open Molecules 2025 dataset. Energies are from ωB97M-V/def2-TZVPD.

Output
- multiplicity = 1

Each line ends with the natural charge from an NBO analysis.
Cartesian coordinates (Å):
C 0.233 -0.899 -0.159  0.10
N 0.797 -1.747 0.385  -0.07
N -2.234 -0.899 0.521  0.42
F 2.088 -2.302 -0.008  -0.26
F -2.680 0.342 0.178  -0.22
F -2.606 -1.742 -0.499  -0.22
H -0.036 0.064 -0.651  0.25

two.
Here is CHF3N2 as an isolated structure from the Open Molecules 2025 dataset. Energies are from ωB97M-V/def2-TZVPD.

Output
- multiplicity = 1

Each line ends with the natural charge from an NBO analysis.
Cartesian coordinates (Å):
C -0.249 1.839 1.242  0.60
N 0.012 0.755 1.552  -0.33
N 0.302 -1.528 -0.686  0.17
F -1.101 2.961 1.300  -0.27
F 1.619 -1.222 -1.069  -0.25
F -0.275 -0.365 -0.863  -0.21
H -0.308 -2.440 -1.477  0.28

two has the most favorable energy; the next structure is 0.0617 hartree above.

one.
Here is a 3-piece molecular cluster, C4H14NO3 overall from the Open Molecules 2025 dataset. Energies are from ωB97M-V/def2-TZVPD.

Output
- total charge = -1
- multiplicity = 1

Each line ends with the natural charge from an NBO analysis.
Cartesian coordinates (Å):
C 0.349 1.090 1.306  -0.06
O 0.125 1.786 0.105  -0.83
C 1.557 0.164 1.209  -0.42
C 1.326 -1.150 0.449  -0.39
C 0.685 -0.991 -0.928  -0.23
N 1.412 -0.045 -1.755  -0.88
H -0.534 0.494 1.560  0.16
H 0.542 1.806 2.122  0.13
H 1.932 -0.104 2.198  0.18
H 2.371 0.695 0.712  0.20
H 0.675 -1.797 1.043  0.19
H 2.304 -1.639 0.342  0.18
H 0.653 -1.980 -1.409  0.16
H -0.364 -0.733 -0.784  0.21
H 1.229 0.873 -1.352  0.39
H 1.024 -0.015 -2.698  0.34
H -4.126 -0.746 0.541  0.44
H -2.826 -0.252 -0.178  0.52
O -3.319 -1.091 0.145  -1.03
H -2.077 1.115 -1.671  0.43
H -0.843 1.471 -0.248  0.51
O -2.095 1.050 -0.710  -1.20

two.
Here is a 3-piece molecular cluster, C4H14NO3 overall from the Open Molecules 2025 dataset. Energies are from ωB97M-V/def2-TZVPD.

Output
- total charge = -1
- multiplicity = 1

Each line ends with the natural charge from an NBO analysis.
Cartesian coordinates (Å):
C -0.940 -0.971 -0.182  -0.23
N -1.087 -0.564 -1.573  -0.68
C -0.776 0.878 -1.904  0.12
O 0.334 1.438 -1.369  -0.81
C 0.384 -1.561 0.337  -0.41
C 1.701 -0.932 -0.049  -0.61
H -1.170 -0.127 0.474  0.22
H -1.727 -1.697 0.050  0.16
H -0.512 -1.142 -2.165  0.33
H -0.595 0.799 -2.991  0.12
H -1.764 1.343 -1.786  0.12
H 0.355 -2.629 0.075  0.16
H 0.281 -1.550 1.424  0.22
H 1.708 0.120 0.195  0.24
H 2.496 -1.416 0.526  0.18
H 2.000 -1.073 -1.088  0.19
H 0.475 0.480 3.285  0.44
H -0.385 1.221 2.279  0.52
O -0.430 0.507 2.969  -1.02
H 0.172 1.750 -0.329  0.50
H -0.512 2.966 0.868  0.43
O -0.008 2.161 0.955  -1.20

one has the most favorable energy; the next structure is 0.0182 hartree above.

one.
Here is a 3-piece molecular cluster, C4H14NO3 overall from the Open Molecules 2025 dataset. Energies are from ωB97M-V/def2-TZVPD.

Output
- total charge = -1
- multiplicity = 1

Each line ends with the natural charge from an NBO analysis.
Cartesian coordinates (Å):
C -0.684 0.140 -0.640  -0.06
O -0.729 1.521 -0.735  -0.93
C 0.646 -0.298 -0.037  -0.07
C 0.270 -1.619 0.781  -0.39
C 1.510 -2.455 1.046  -0.62
N 0.962 0.566 1.052  -0.85
H -0.824 -0.274 -1.664  0.12
H -1.543 -0.236 -0.069  0.12
H 1.417 -0.480 -0.851  0.19
H -0.464 -2.197 0.270  0.18
H -0.355 -1.261 1.643  0.18
H 1.342 -3.210 1.815  0.19
H 1.709 -2.980 0.086  0.20
H 2.352 -1.854 1.448  0.22
H 0.107 0.475 1.665  0.34
H 1.080 1.522 0.691  0.39
H -3.672 1.481 0.047  0.44
H -2.308 1.997 -0.516  0.51
O -3.224 2.249 -0.260  -1.01
H 0.861 2.168 -2.617  0.43
H 0.317 2.165 -1.334  0.49
O 1.229 2.577 -1.820  -1.07

two.
Here is a 3-piece molecular cluster, C4H14NO3 overall from the Open Molecules 2025 dataset. Energies are from ωB97M-V/def2-TZVPD.

Output
- total charge = -1
- multiplicity = 1

Each line ends with the natural charge from an NBO analysis.
Cartesian coordinates (Å):
C 1.333 -0.903 0.029  -0.22
N 1.549 0.311 -0.799  -0.70
C 0.325 1.224 -0.891  0.13
O -0.749 0.420 -1.102  -0.90
C 2.479 -1.079 1.110  -0.41
C 3.019 0.253 1.598  -0.63
H 1.255 -1.798 -0.594  0.17
H 0.375 -0.788 0.574  0.21
H 1.708 0.012 -1.746  0.34
H 0.576 1.846 -1.753  0.11
H 0.347 1.800 0.085  0.10
H 2.139 -1.835 1.846  0.18
H 3.314 -1.611 0.653  0.17
H 3.773 0.503 0.822  0.22
H 3.339 0.270 2.642  0.19
H 2.348 1.108 1.453  0.22
H -3.251 -1.416 -0.249  0.49
H -4.383 -0.906 0.557  0.48
O -3.967 -1.742 0.314  -0.97
H -1.887 0.963 -0.604  0.50
H -2.908 2.251 -0.577  0.43
O -2.938 1.340 -0.254  -1.11

three.
Here is a 3-piece molecular cluster, C4H14NO3 overall from the Open Molecules 2025 dataset. Energies are from ωB97M-V/def2-TZVPD.

Output
- total charge = -1
- multiplicity = 1

Each line ends with the natural charge from an NBO analysis.
Cartesian coordinates (Å):
C 2.326 1.145 1.551  -0.61
C 1.463 1.355 0.327  -0.21
N 0.898 0.128 -0.234  -0.68
C 0.023 0.396 -1.363  -0.24
C -1.447 0.673 -0.895  -0.03
O -1.792 -0.145 0.126  -0.96
H 1.774 0.709 2.368  0.21
H 3.178 0.521 1.349  0.20
H 2.745 2.099 1.822  0.19
H 1.910 1.847 -0.523  0.17
H 0.668 2.057 0.659  0.16
H 0.314 -0.320 0.472  0.39
H 0.395 1.236 -1.950  0.16
H -0.005 -0.524 -1.948  0.17
H -1.989 0.578 -1.872  0.09
H -1.537 1.749 -0.616  0.09
H -4.149 -1.205 0.328  0.44
H -3.226 -0.163 0.748  0.51
O -4.187 -0.399 0.855  -1.03
H 2.306 -3.255 -0.386  0.46
H 2.506 -1.812 -0.475  0.49
O 3.038 -2.630 -0.462  -0.96

three has the most favorable energy; the next structure is 0.0091 hartree above.

one.
Here is C5H18NO2 as an isolated structure from the Open Molecules 2025 dataset. Energies are from ωB97M-V/def2-TZVPD.

Output
- total charge = +1
- multiplicity = 1

Each line ends with the natural charge from an NBO analysis.
Cartesian coordinates (Å):
C 0.625 1.706 -0.844  -0.64
C -0.320 0.576 -1.145  -0.33
C 0.139 -0.817 -0.754  -0.22
C 1.531 -1.135 -1.336  -0.58
C -0.865 -1.921 -1.164  -0.60
N -0.904 1.216 2.389  -0.70
H 1.543 1.554 -1.424  0.27
H 0.197 2.671 -1.106  0.24
H -1.337 0.676 -0.556  0.34
H -0.686 0.558 -2.181  0.26
H 0.216 -0.807 0.336  0.25
H 1.859 -2.168 -1.302  0.24
H 1.639 -0.837 -2.387  0.22
H 2.219 -0.447 -0.829  0.23
H -1.838 -1.412 -1.186  0.23
H -0.698 -2.776 -0.522  0.24
H -0.640 -2.194 -2.197  0.24
H -1.135 1.127 3.391  0.39
H 0.894 1.676 0.214  0.26
H -1.238 2.182 2.295  0.38
H 1.018 0.527 2.408  0.48
H 2.434 -0.133 2.391  0.49
O 1.798 0.374 1.874  -0.94
H -2.907 -0.551 1.147  0.51
H -1.526 0.579 1.598  0.39
O -2.018 -0.224 0.892  -0.62

two.
Here is a 3-piece molecular cluster, C5H18NO2 overall from the Open Molecules 2025 dataset. Energies are from ωB97M-V/def2-TZVPD.

Output
- total charge = +1
- multiplicity = 1

Each line ends with the natural charge from an NBO analysis.
Cartesian coordinates (Å):
C -1.444 0.595 -1.753  -0.65
C -0.619 0.540 -0.485  -0.05
C 0.694 -0.144 -0.970  -0.43
C 1.747 -0.052 0.072  -0.43
C 2.443 1.322 0.221  -0.62
N -1.426 -0.514 0.289  -0.72
H -2.418 1.130 -1.503  0.22
H -0.996 1.045 -2.669  0.26
H -1.838 -0.296 -2.114  0.22
H -0.408 1.416 0.298  0.27
H 0.973 0.467 -1.820  0.23
H 0.605 -1.244 -1.296  0.23
H 2.608 -0.827 -0.042  0.23
H 1.385 -0.350 1.008  0.18
H 3.460 1.203 0.486  0.24
H 1.850 2.084 0.830  0.21
H 2.684 1.861 -0.899  0.21
H -1.630 -1.168 -0.563  0.49
H -0.890 -0.853 1.054  0.44
H -2.394 -0.159 0.556  0.44
H 0.170 0.926 2.834  0.51
H -1.468 1.206 3.308  0.51
O -0.854 0.633 2.736  -1.01
H -0.338 -3.246 -0.425  0.50
H -0.890 -2.877 0.901  0.49
O -1.007 -2.701 -0.056  -0.96

three.
Here is a 3-piece molecular cluster, C5H18NO2 overall from the Open Molecules 2025 dataset. Energies are from ωB97M-V/def2-TZVPD.

Output
- total charge = +1
- multiplicity = 1

Each line ends with the natural charge from an NBO analysis.
Cartesian coordinates (Å):
C 0.715 1.211 -0.937  -0.25
C -0.751 1.718 -1.193  -0.41
C -1.939 0.692 -1.249  -0.43
C -2.110 -0.454 -0.233  -0.41
C -2.388 0.183 1.145  -0.62
N 1.079 0.413 0.249  -0.74
H 1.233 2.176 -0.683  0.21
H 1.155 0.782 -1.861  0.23
H -0.942 2.588 -0.580  0.21
H -0.637 2.206 -2.201  0.24
H -2.670 1.500 -1.207  0.22
H -1.981 0.384 -2.316  0.22
H -2.786 -1.327 -0.448  0.24
H -1.215 -1.067 -0.249  0.16
H -3.122 0.958 1.017  0.23
H -1.452 0.433 1.677  0.18
H -2.830 -0.610 1.820  0.23
H 0.551 -0.565 0.397  0.48
H 2.088 0.140 0.185  0.45
H 0.886 0.865 1.148  0.42
H 3.711 -2.071 0.733  0.50
H 4.064 -0.503 0.826  0.50
O 3.480 -1.187 0.434  -0.99
H 1.745 -1.957 1.419  0.50
H 0.477 -2.666 0.771  0.51
O 0.813 -1.874 1.202  -0.94

four.
Here is a 3-piece molecular cluster, C5H18NO2 overall from the Open Molecules 2025 dataset. Energies are from ωB97M-V/def2-TZVPD.

Output
- total charge = +1
- multiplicity = 1

Each line ends with the natural charge from an NBO analysis.
Cartesian coordinates (Å):
C 1.926 -1.191 -0.500  -0.64
C 0.580 -1.118 0.217  -0.04
C -0.488 -0.504 -0.683  -0.42
C -1.868 -0.322 0.006  -0.40
C -2.780 -1.531 -0.201  -0.62
N 0.748 -0.356 1.514  -0.70
H 2.620 -1.962 -0.186  0.24
H 1.713 -1.346 -1.553  0.24
H 2.484 -0.258 -0.365  0.22
H 0.251 -2.105 0.502  0.21
H -0.584 -1.148 -1.528  0.23
H -0.161 0.470 -1.058  0.23
H -2.258 0.601 -0.407  0.23
H -1.729 -0.126 1.069  0.17
H -3.669 -1.375 -0.806  0.24
H -3.099 -1.932 0.763  0.22
H -2.256 -2.360 -0.645  0.20
H -0.090 -0.512 2.072  0.43
H 1.558 -0.744 1.991  0.43
H 0.860 0.662 1.354  0.47
H 1.174 3.195 1.703  0.50
H 0.647 2.667 0.400  0.51
O 0.734 2.409 1.347  -0.99
H 0.700 3.552 -1.679  0.49
H 1.876 2.608 -1.951  0.50
O 1.111 2.728 -1.378  -0.97

four has the most favorable energy; the next structure is 0.0573 hartree above.